{"formula": "C29H46P2RhTe", "method": "ωB97M-V/def2-TZVPD", "species": ["Te", "Rh", "P", "P", "C", "C", "C", "C", "C", "C", "C", "C", "C", "C", "C", "C", "C", "C", "C", "C", "C", "C", "C", "C", "C", "C", "C", "C", "C", "C", "C", "C", "C", "H", "H", "H", "H", "H", "H", "H", "H", "H", "H", "H", "H", "H", "H", "H", "H", "H", "H", "H", "H", "H", "H", "H", "H", "H", "H", "H", "H", "H", "H", "H", "H", "H", "H", "H", "H", "H", "H", "H", "H", "H", "H", "H", "H", "H", "H"], "positions_angstrom": [[1.4713, 1.1792, 2.3495], [0.2609, -1.2993, 1.9267], [1.4463, -1.0444, -4.2083], [-0.9121, 1.1429, -4.2973], [-1.9789, -0.3853, -2.0030], [-2.1583, 0.2013, -5.1927], [-2.1113, -3.2452, 0.7246], [2.2358, 2.2894, 4.0408], [-2.5476, 1.8548, -0.7497], [0.8160, 0.7067, -4.6306], [1.5668, -2.4988, 4.2594], [0.6964, -4.2930, 1.6945], [-0.7776, -0.9208, -1.3873], [-1.3513, 2.4748, -0.6853], [-0.7247, -1.3694, 3.6936], [2.3127, 1.6473, 5.2978], [-1.6603, -1.4910, 2.6068], [0.3884, -0.3181, -1.0900], [3.0688, -0.6730, -5.0253], [-1.2809, -2.6313, 1.8215], [0.2700, -2.4442, 3.5450], [0.9089, 1.0428, -1.2877], [-0.1512, 2.1471, -1.5036], [3.2912, 4.2747, 4.9906], [-2.8693, -0.6252, 2.4015], [-0.0840, -3.2145, 2.3737], [-0.7563, -0.3207, 4.7459], [2.8401, 2.3401, 6.4045], [0.5939, -1.9657, -5.5699], [2.7463, 3.6011, 3.8818], [3.3379, 3.6371, 6.2367], [-2.9566, 0.4778, -1.1752], [-1.0840, 2.9271, -4.5356], [2.8724, 1.8569, 7.3837], [3.6706, -1.5813, -5.0849], [-0.7609, -1.9865, -1.1969], [2.0575, -3.4420, 4.0276], [-2.4377, -4.2717, 0.9417], [-3.6431, -0.7921, 3.1608], [-1.1434, 3.1690, -5.6117], [-2.2278, 0.5814, -6.2148], [-1.3064, 3.4603, -0.1857], [-0.3371, 0.6312, 4.3874], [-3.9129, 0.5611, -1.7377], [-2.5926, 0.4348, 2.4103], [-3.3572, 2.3739, -0.2126], [2.9144, -0.2533, -6.0272], [3.7841, 4.1576, 7.0775], [-0.1675, -0.6678, 5.5967], [1.9794, 0.6048, 5.3824], [0.9404, -5.1073, 2.3824], [1.1043, 1.0094, -5.6527], [-3.3222, -0.8272, 1.4321], [1.6308, -3.8953, 1.2740], [1.1396, -2.9109, -5.6763], [-0.4401, -2.1909, -5.2697], [-1.9944, -0.8884, -5.2161], [1.5812, 1.2760, -0.4587], [0.5954, -1.4179, -6.5203], [1.6377, 1.1066, -2.1203], [1.4264, -2.3968, 5.3384], [1.0248, -0.9139, -0.4545], [-1.7797, -0.0952, 5.0544], [-2.0101, 3.2280, -4.0269], [0.4248, 3.0894, -1.5987], [-0.5950, 1.8384, -2.5058], [2.7208, 4.0397, 2.8760], [-3.2479, -0.1404, -0.3002], [-2.9998, -2.6374, 0.5365], [3.5926, 0.0670, -4.4027], [-3.1043, 0.3832, -4.6558], [-1.5232, -3.2822, -0.1927], [-1.6767, 0.1871, -2.9331], [0.1027, -4.6967, 0.8673], [2.2250, -1.6786, 3.9276], [3.6856, 5.2832, 4.8587], [1.4225, 1.3237, -3.9366], [-2.5525, -1.2760, -2.3087], [-0.2478, 3.4829, -4.0675]], "forces_ev_per_a": [[0.2, 1.0, 0.1], [4.2, 5.5, -5.0], [-0.1, 0.6, -0.9], [1.2, 0.2, -0.8], [-1.4, -0.4, -0.2], [-0.4, 0.1, -0.4], [0.3, 0.1, -0.1], [0.4, -0.6, 0.4], [0.3, 0.5, 1.6], [0.2, -0.1, 0.5], [0.4, 0.0, 0.4], [0.1, -0.2, 0.1], [2.1, 0.4, 0.7], [-1.0, -0.1, 0.0], [-0.6, -1.4, 1.0], [0.1, 0.4, -0.1], [-1.2, -0.4, 1.1], [-0.9, -0.7, 0.4], [-0.2, 0.0, 0.1], [-1.5, -1.4, -0.1], [-1.1, -0.4, 1.2], [0.0, 0.9, 0.5], [1.0, 0.0, -1.0], [-0.3, -0.6, -0.5], [0.1, 0.1, 0.1], [-0.7, -1.0, 0.8], [0.0, 0.2, 0.1], [-0.1, -0.1, -0.6], [0.1, 0.0, 0.3], [-0.3, -0.5, 0.1], [-0.2, -0.1, -0.3], [-0.3, -0.4, -0.6], [-0.3, 0.3, -0.4], [0.0, 0.2, -0.4], [0.0, 0.1, 0.0], [-0.2, 0.2, 0.2], [0.2, 0.0, 0.2], [0.1, 0.3, 0.2], [0.1, 0.0, 0.0], [0.0, 0.0, 0.4], [-0.2, -0.1, 0.0], [-0.1, -0.7, -0.2], [-0.1, -0.2, 0.2], [0.5, 0.0, 0.1], [-0.1, -0.1, 0.1], [0.3, -0.2, -0.2], [0.2, -0.2, 0.1], [-0.1, -0.1, 0.0], [-0.1, 0.3, 0.2], [0.1, 0.6, 0.1], [0.0, 0.0, -0.1], [-0.3, -0.2, 0.2], [0.0, 0.0, 0.1], [-0.2, -0.2, 0.1], [-0.3, 0.1, -0.1], [0.4, -0.1, -0.1], [0.2, 0.6, 0.2], [-0.3, 0.2, 0.2], [0.0, -0.2, 0.1], [-0.5, -0.3, 0.2], [0.2, -0.2, 0.1], [0.6, -0.6, -0.3], [0.1, -0.2, 0.2], [0.1, 0.1, -0.2], [-0.4, -0.4, -0.4], [0.6, 0.7, 0.9], [0.0, 0.0, 0.6], [0.3, 0.6, -0.3], [0.1, -0.1, -0.1], [0.0, -0.3, -0.2], [0.2, 0.0, -0.3], [-0.2, -0.2, 0.0], [-0.4, -0.3, 0.7], [0.2, -0.1, 0.1], [-0.1, -0.4, 0.2], [-0.1, -0.3, 0.1], [-0.5, 0.0, -0.5], [0.0, 0.5, -0.4], [-0.4, -0.6, -0.3]], "e_homo_ev": [-7.40, -9.87], "charge": 1, "energy_ha": -2193.3565, "spin_multiplicity": 5, "relative_energy_kcal_mol": 81.5, "largest_force_ev_per_a": 8.55}

{"formula": "C29H47BrHgN2OP2", "method": "ωB97M-V/def2-TZVPD", "species": ["Hg", "Br", "P", "P", "O", "N", "N", "C", "C", "C", "C", "C", "C", "C", "C", "C", "C", "C", "C", "C", "C", "C", "C", "C", "C", "C", "C", "C", "C", "C", "C", "C", "C", "C", "C", "C", "H", "H", "H", "H", "H", "H", "H", "H", "H", "H", "H", "H", "H", "H", "H", "H", "H", "H", "H", "H", "H", "H", "H", "H", "H", "H", "H", "H", "H", "H", "H", "H", "H", "H", "H", "H", "H", "H", "H", "H", "H", "H", "H", "H", "H", "H", "H"], "positions_angstrom": [[-0.2586, 0.0974, 0.2631], [-6.9611, 2.6640, 1.9283], [2.2233, -0.3749, -0.3179], [-1.6017, -1.3932, -1.3024], [-0.0123, -1.1214, 2.3508], [0.0756, -1.2706, 4.5719], [3.0693, 4.3698, -2.4106], [3.9510, 0.3452, -2.5367], [-2.6069, -2.5113, -0.2569], [0.0305, -0.7308, 5.9295], [-4.4851, 3.6578, 0.8659], [-1.2118, -3.6436, -3.0040], [-2.4885, 2.3135, 0.6201], [-1.1361, 2.1829, 0.1061], [2.9340, 4.5381, -1.0883], [-0.5627, -2.3770, -2.4450], [-4.4702, 1.3427, 1.6487], [-0.4161, 3.0737, -0.4612], [2.5482, -0.0873, -2.1092], [-3.1410, 1.2398, 1.2468], [4.8127, 0.3226, 0.7117], [2.7519, -2.0889, 0.0833], [2.0878, 3.7875, -3.1120], [-5.1280, 2.5520, 1.4341], [0.9301, 3.2860, -2.5095], [-0.0564, -0.5208, 3.4694], [-0.2866, 0.9541, 3.5854], [-3.9483, -2.9540, -0.8385], [3.3507, 0.7505, 0.5896], [1.8164, 4.0828, -0.3841], [0.3329, -2.6781, 4.3543], [0.7541, 3.4694, -1.1068], [3.9250, -2.6706, -0.7098], [-3.1561, -0.7511, -3.6129], [-3.1592, 3.5321, 0.4561], [-2.6669, -0.2441, -2.2575], [1.8268, 0.6855, -2.4200], [4.2254, 1.3323, -2.1356], [1.2426, -2.8317, 3.7641], [0.4415, 1.4778, 2.9497], [-2.0753, 0.6770, -2.3920], [-5.0212, 4.5877, 0.7384], [-2.3182, -0.9852, -4.2827], [-4.9659, 0.4925, 2.1030], [1.7653, 4.1918, 0.6976], [-3.7975, -1.6367, -3.5115], [1.8626, -2.7285, -0.0460], [4.0857, -3.7023, -0.3695], [2.9826, -2.0860, 1.1609], [-4.6055, -2.0951, -1.0342], [2.9213, 0.8747, 1.5969], [-1.5160, -4.3331, -2.2045], [4.9242, -0.6225, 1.2587], [4.8662, -2.1266, -0.5428], [-1.2958, 1.2173, 3.2308], [-0.1785, 1.3171, 4.6150], [-1.9707, -3.3802, -0.0184], [-2.0866, -3.4187, -3.6312], [-3.8287, -3.5337, -1.7647], [2.2283, 3.7138, -4.2007], [3.2710, 1.7303, 0.0956], [3.7242, -2.7098, -1.7894], [-4.4452, -3.6001, -0.1026], [-0.2514, -1.7029, -3.2596], [-2.6201, 4.3579, -0.0040], [0.2175, -1.5484, 6.6278], [-2.7734, -1.9834, 0.6977], [-0.4773, -4.1611, -3.6348], [3.9553, 0.4295, -3.6321], [4.7298, -0.3834, -2.2684], [0.3557, -2.6312, -1.8859], [5.3456, 1.0962, 1.2784], [-0.9540, -0.2937, 6.1543], [-2.6162, 0.2995, 1.4189], [-0.5010, -3.1512, 3.8266], [0.4567, -3.1511, 5.3233], [5.3122, 0.2357, -0.2623], [-3.7548, 0.0424, -4.0781], [0.7996, 0.0411, 6.0821], [2.2558, -1.0170, -2.6220], [-3.5099, 0.0366, -1.6057], [0.1772, 2.7754, -3.1071], [3.7507, 5.0572, -0.5661]], "forces_ev_per_a": [[1.1, -1.0, -0.7], [0.4, 0.1, -0.1], [0.4, 0.4, 0.1], [-0.1, 0.5, 0.6], [-0.2, 1.2, 0.1], [0.1, 0.9, -0.7], [-0.3, 0.3, 0.0], [0.3, 0.0, -0.3], [0.0, -0.1, 0.1], [-0.1, 0.3, 0.3], [0.3, -0.4, 0.0], [-0.1, -0.2, -0.2], [-0.8, -0.7, 0.5], [-0.1, 3.2, -0.5], [-0.1, -0.4, -0.1], [0.2, 0.1, 0.1], [0.5, 0.3, -0.2], [0.3, -4.0, 1.1], [-0.4, 0.0, 0.0], [-0.2, 0.2, -0.1], [0.3, 0.2, 0.0], [-0.2, -0.1, 0.1], [0.0, -0.3, 0.3], [-0.4, 0.0, 0.1], [0.0, 0.4, 0.4], [-0.2, -1.1, 0.2], [0.0, 0.3, 0.2], [-0.2, -0.2, 0.0], [-0.1, 0.0, 0.2], [-0.3, 0.0, -0.4], [0.0, -0.7, 0.1], [1.6, 1.3, -1.1], [0.3, -0.2, 0.0], [-0.3, 0.0, -0.1], [-0.5, -0.2, 0.2], [0.0, 0.0, 0.0], [0.2, -0.3, 0.0], [-0.1, -0.3, -0.1], [-0.2, 0.1, 0.1], [-0.2, -0.1, 0.1], [-0.1, -0.3, 0.1], [0.0, 0.0, 0.0], [-0.3, 0.0, 0.1], [-0.1, 0.2, 0.0], [-0.1, 0.1, -0.2], [0.2, 0.2, -0.1], [0.3, 0.2, 0.1], [0.0, 0.2, -0.1], [-0.2, 0.0, -0.3], [0.2, -0.3, 0.0], [0.1, 0.0, -0.3], [0.1, 0.2, -0.2], [0.0, 0.2, -0.2], [-0.4, -0.1, -0.1], [0.3, -0.2, 0.1], [-0.1, 0.0, -0.4], [-0.1, 0.3, -0.1], [0.3, -0.1, 0.2], [-0.1, 0.2, 0.3], [0.0, 0.0, 0.6], [0.0, -0.2, 0.1], [0.1, 0.1, 0.3], [0.0, 0.2, -0.3], [-0.1, -0.1, 0.2], [-0.3, 0.0, 0.1], [-0.1, 0.2, -0.1], [0.1, -0.2, -0.3], [-0.2, 0.1, 0.2], [0.1, 0.0, 0.3], [-0.3, 0.3, -0.1], [-0.3, 0.1, -0.2], [0.0, -0.2, -0.1], [0.3, -0.2, -0.1], [-0.1, 0.1, -0.1], [0.1, 0.1, 0.1], [0.0, -0.1, 0.0], [-0.2, 0.0, 0.4], [0.1, -0.3, 0.0], [-0.2, -0.3, 0.0], [0.0, 0.2, 0.1], [0.2, -0.1, -0.1], [0.0, 0.3, 0.2], [-0.4, -0.3, -0.3]], "e_homo_ev": -13.60, "charge": 2, "energy_ha": -4727.5636, "spin_multiplicity": 1, "largest_force_ev_per_a": 4.18}